C9H18Br9O4P as an isolated structure. Source: the OMol25 dataset; level of theory: wB97M-V/def2-TZVPD.

Results
energy relative to the best compared isomer or geometry (same formula, charge and spin): 0.0 kcal/mol
HOMO energy: -10.101 eV
E_LUMO: -0.18 eV
DFT total energy: -24162.23510 Eh

Structure (ORCA input):
```
! RIJCOSX wB97M-V def2-TZVPD def2/J DEFGRID3
* xyz 0 1
C -0.0897 -0.0033 -1.2098
C -1.3953 -0.4868 -1.8010
O -2.4820 0.4354 -1.6155
P -2.7594 1.1128 -0.2243
O -2.4567 0.3023 0.9513
O -4.2591 1.5729 -0.3821
C -5.2868 0.5695 -0.4046
C -5.6970 0.1342 0.9914
O -1.9820 2.4816 -0.3209
C -1.6872 3.2183 0.8804
C -0.2047 3.1539 1.1888
H 0.7442 -0.5703 -1.6200
H 0.0585 1.0518 -1.4562
H -0.0541 -0.0853 -0.1238
H -1.2641 -0.6162 -2.8737
H -1.6805 -1.4498 -1.3752
H -6.1277 1.0170 -0.9335
H -4.9615 -0.2820 -1.0097
H -6.7066 -0.2727 0.9757
H -5.0045 -0.6065 1.3875
H -5.6418 0.9957 1.6572
H -1.9936 4.2497 0.7033
H -2.2753 2.8487 1.7210
H 0.1018 2.1239 1.3748
H 0.3805 3.5829 0.3771
H 0.0043 3.7147 2.1019
C 3.4186 0.0918 1.6254
Br 1.5193 -0.0509 1.4824
Br 4.0238 0.0043 3.4514
Br 4.0446 1.6905 0.7547
H 3.8707 -0.7522 1.1270
C 3.3465 -1.3350 -3.0437
Br 4.0668 -1.8142 -1.3246
Br 1.9106 -2.5091 -3.5103
Br 4.7175 -1.2515 -4.3832
H 2.9436 -0.3363 -2.9643
C 5.8352 -4.4354 1.4541
Br 6.4746 -5.5330 2.8874
Br 6.1828 -2.5819 1.7937
Br 3.9719 -4.6922 1.1243
H 6.3936 -4.6871 0.5659
*
```